Record 1
69
Properties=species:S:1:pos:R:3 method="wB97M-V/def2-TZVPD" total_energy_ev=-73219.9413 s_squared=16.162 multiplicity=8 homo_lumo_gap_ev="5.903 / 4.513" charge=+1
Gd -0.2423 -1.2862 -1.8437
O 0.9980 -5.7733 -1.2084
C 0.8132 -4.5527 -1.4848
N 0.0945 -3.5999 -0.8506
C -0.2794 -3.7509 0.4380
C 0.3566 -4.6717 1.3057
C 0.2865 -4.4253 2.6559
C -0.5418 -3.4222 3.1564
C -1.3887 -2.6568 2.3517
C -1.1925 -2.7370 0.9744
N -1.6388 -1.8634 0.0832
C -2.6923 -0.9848 0.3829
O -3.4627 -1.0236 1.3467
C -2.8686 0.0120 -0.7186
C -3.5991 1.1369 -0.4585
C -3.9040 2.0377 -1.4471
C -3.3740 1.8879 -2.7375
C -2.5958 0.7415 -2.9296
N -2.1965 -0.1078 -1.9162
C 1.2362 -4.1116 -2.8386
C 1.8687 -5.0178 -3.6612
C 2.1910 -4.6105 -4.9508
C 1.7273 -3.3610 -5.4013
C 1.0482 -2.5320 -4.5742
N 0.7483 -2.9216 -3.3140
H 0.9675 -5.4398 0.8823
H 0.8299 -5.0325 3.3512
H -0.5615 -3.3064 4.2472
H -2.0912 -1.9637 2.7663
H -3.9628 1.2821 0.5601
H -4.4472 2.9474 -1.1778
H -3.6466 2.5225 -3.5692
H -2.0971 0.5736 -3.9115
H 2.0675 -6.0338 -3.3231
H 2.8118 -5.2604 -5.6088
H 1.9005 -3.1514 -6.4714
H 0.6897 -1.5341 -4.9153
C -0.5154 5.2936 1.9653
C -0.9610 4.3517 0.8195
C -0.2513 4.5463 -0.5417
C 1.1989 4.1012 -0.5495
N 1.4356 2.8106 -1.2359
C 1.5497 1.5589 -0.6956
S 2.0400 0.2269 -1.7169
N 1.4122 1.3923 0.6226
C 1.6764 0.2123 1.4210
C 2.4119 0.5160 2.7330
C 1.7718 1.5052 3.7176
C 0.4623 1.0170 4.3568
H -1.1796 5.1799 2.8301
H -0.5659 6.3593 1.6513
H 0.4982 5.1162 2.3407
H -2.0010 4.6312 0.6379
H -0.9780 3.3129 1.1775
H -0.3352 5.6332 -0.8456
H -0.8150 4.0749 -1.3566
H 1.6436 3.9955 0.4452
H 1.8783 4.8061 -1.0932
H 1.4218 2.7711 -2.2370
H 0.9863 2.1804 1.1144
H 2.2306 -0.4623 0.7534
H 0.7296 -0.3449 1.5590
H 3.4015 0.9347 2.4181
H 2.6456 -0.4707 3.2368
H 1.5718 2.4594 3.1880
H 2.4768 1.6768 4.5285
H -0.1687 0.3647 3.6843
H -0.1601 1.8906 4.6472
H 0.6357 0.3492 5.2345


Record 2
67
Properties=species:S:1:pos:R:3 method="wB97M-V/def2-TZVPD" total_energy_ev=-42668.6242 multiplicity=1 homo_lumo_gap_ev=8.413
C -6.3569 -3.0405 -0.6976
C -6.4203 -2.1326 0.5304
N -5.3147 -1.2142 0.5662
C -4.1395 -1.4186 1.2267
C -3.2485 -0.4079 0.9717
C -1.9018 -0.3211 1.5066
C -0.7901 -0.0126 0.8207
N -0.7923 0.2431 -0.5510
C 0.2142 0.1142 -1.4687
O 0.0764 0.5837 -2.5830
C 1.4197 -0.6437 -1.0531
C 1.3249 -1.8345 -0.3468
C 2.4721 -2.5239 -0.0067
C 3.7364 -2.0542 -0.3450
O 4.8935 -2.6747 0.0437
C 4.8054 -3.8128 0.8658
C 3.8359 -0.8861 -1.1272
O 4.9816 -0.2857 -1.5655
C 6.1981 -0.9971 -1.6191
C 2.6713 -0.2156 -1.4763
C 0.4973 0.0864 1.5915
O 0.8897 -0.8290 2.2960
N 1.1529 1.2640 1.5123
C 0.6656 2.5022 0.9550
C 1.7115 3.0992 0.0152
N 2.9563 3.3031 0.7348
C 3.9512 3.9466 -0.0957
C 3.4432 2.0384 1.2614
C 2.4094 1.4382 2.2088
C -3.9321 0.5083 0.1057
C -3.6215 1.7611 -0.4280
C -4.5500 2.3929 -1.2245
C -5.7927 1.8137 -1.4899
C -6.1463 0.6000 -0.9422
C -5.2155 -0.0447 -0.1357
H -6.3764 -2.4458 -1.6076
H -5.4390 -3.6236 -0.6879
H -7.2041 -3.7209 -0.7046
H -6.3940 -2.7359 1.4419
H -7.3527 -1.5602 0.5241
H -3.9995 -2.2923 1.8348
H -1.7813 -0.5597 2.5542
H -1.6813 0.5305 -0.9474
H 0.3646 -2.2320 -0.0589
H 2.3703 -3.4348 0.5589
H 4.2810 -3.5932 1.8005
H 5.8355 -4.0910 1.0849
H 4.3095 -4.6436 0.3536
H 6.8748 -0.3598 -2.1887
H 6.6117 -1.1706 -0.6237
H 6.0816 -1.9535 -2.1334
H 2.7609 0.6680 -2.0895
H 0.4919 3.2069 1.7794
H -0.2708 2.3474 0.4233
H 1.8424 2.4329 -0.8536
H 1.3577 4.0684 -0.3448
H 4.2338 3.3374 -0.9675
H 3.5591 4.9000 -0.4466
H 4.8425 4.1344 0.5012
H 4.3668 2.2290 1.8129
H 3.6595 1.3206 0.4530
H 2.7308 0.4612 2.5715
H 2.2605 2.1125 3.0606
H -2.6853 2.2488 -0.1962
H -4.3194 3.3584 -1.6492
H -6.4933 2.3368 -2.1234
H -7.1196 0.1715 -1.1298


Record 3
71
Properties=species:S:1:pos:R:3 method="wB97M-V/def2-TZVPD" total_energy_ev=-106708.4739 s_squared=0.751 multiplicity=2 homo_lumo_gap_ev="5.248 / 5.245" charge=-1
Yb 0.5551 -0.4862 -0.2362
C 2.5096 -2.1599 0.1396
C 1.9062 -2.8524 1.2159
C 2.0608 -2.0734 2.3848
C 2.7875 -0.8951 2.0473
C 3.0536 -0.9151 0.6653
C 4.0942 -0.0765 -0.0457
C 3.2287 0.1637 3.0135
C 1.7238 -2.5324 3.7699
C 1.3125 -4.2312 1.1473
C 2.9434 -2.7910 -1.1615
H 5.0224 -0.6494 -0.1467
H 4.3100 0.8235 0.5269
H 3.7750 0.2203 -1.0449
H 3.1993 -0.2140 4.0326
H 2.5879 1.0486 2.9552
H 4.2502 0.4804 2.8075
H 2.5282 -3.1468 4.1828
H 0.8140 -3.1274 3.7552
H 1.5697 -1.6841 4.4328
H 1.9589 -4.9607 1.6480
H 1.1947 -4.5262 0.1075
H 0.3292 -4.2643 1.6208
H 3.8071 -3.4388 -0.9785
H 3.2359 -2.0321 -1.8838
H 2.1507 -3.3976 -1.6004
C -1.1400 0.0467 5.3949
S 0.0219 1.2586 4.6988
C -0.0862 0.8538 2.9791
S -0.4148 -0.7301 2.4781
N -0.0167 1.9105 2.2228
N -0.0580 1.7689 0.8931
C -0.5171 2.8366 0.2875
C -0.7422 2.8722 -1.1120
C -1.2511 4.0371 -1.7184
C -1.4413 4.0636 -3.0786
C -1.1191 2.9234 -3.8060
C -0.6618 1.8069 -3.1236
N -0.4788 1.7503 -1.8163
H -1.5574 0.4996 6.2888
H -0.6157 -0.8736 5.6285
H -1.9083 -0.1469 4.6535
H -0.7930 3.6977 0.8932
H -1.4699 4.8914 -1.0943
H -1.8201 4.9471 -3.5739
H -1.2194 2.8953 -4.8780
H -0.4181 0.9170 -3.6791
C -4.5795 3.1430 -0.8690
C -3.8689 1.8319 -1.0377
C -3.3571 1.1473 0.0554
C -2.6502 -0.0309 -0.1182
C -2.4490 -0.5588 -1.3872
C -3.0154 0.0824 -2.4779
C -3.7111 1.2700 -2.3005
S -1.4311 -2.0838 -1.4986
O -2.2139 -3.0627 -2.2194
O -1.1637 -2.3533 -0.0790
N -0.0060 -1.7386 -2.0142
C 0.4439 -1.4381 -3.3401
C 1.5297 -0.3058 -3.2058
O 2.1080 0.0692 -4.2180
O 1.7240 0.1264 -2.0285
H -4.5906 3.4458 0.1755
H -5.6071 3.0773 -1.2259
H -4.0715 3.9133 -1.4481
H -3.5113 1.5353 1.0519
H -2.3034 -0.5889 0.7418
H -2.9095 -0.3427 -3.4653
H -4.1318 1.7811 -3.1561
H -0.3595 -1.1208 -4.0191
H 0.9263 -2.3089 -3.8090


Record 4
65
Properties=species:S:1:pos:R:3 method="wB97M-V/def2-TZVPD" total_energy_ev=-40798.5604 multiplicity=1 homo_lumo_gap_ev=2.815
C 5.6998 2.4530 -2.7356
C 5.3983 1.0219 -2.3454
O 3.9961 0.8994 -2.0802
C 3.4706 -0.3189 -1.8214
C 2.0087 -0.3972 -1.8766
C 1.3302 -1.7285 -2.1166
C 1.1781 -2.5096 -0.8116
C 1.9388 -2.5655 -3.2374
C 1.3483 0.8141 -2.3747
O 1.8383 1.8029 -2.9017
O -0.0068 0.7286 -2.2405
C -0.7592 1.7453 -2.9422
C -0.8789 3.0422 -2.1866
O 4.1843 -1.2877 -1.5562
H 6.7673 2.6481 -2.6318
H 5.4642 2.6539 -3.7829
H 5.1520 3.1620 -2.1157
H 5.6990 0.3633 -3.1729
H 5.9671 0.7448 -1.4492
H 0.3313 -1.4129 -2.4427
H 0.5543 -1.9314 -0.1192
H 0.6958 -3.4873 -0.9667
H 2.1669 -2.6496 -0.3576
H 1.7834 -2.0684 -4.1971
H 3.0122 -2.6680 -3.0816
H 1.4420 -3.5370 -3.2741
H -0.2997 1.9489 -3.9137
H -1.7486 1.2999 -3.0723
H -1.8845 3.4378 -2.3700
H -0.7276 2.9308 -1.1050
H -0.1619 3.7776 -2.5695
C -4.8137 -5.0496 0.4905
C -3.7067 -4.9854 1.5564
C -3.2339 -3.5636 1.4837
C -4.2039 -2.8642 0.7065
O -5.1281 -3.6551 0.1028
C -4.1411 -1.4832 0.4953
C -3.0295 -0.8373 0.9697
C -1.9002 -1.5227 1.5265
C -0.6925 -0.8050 1.7715
C -0.6613 0.5975 2.1080
C -0.3288 1.0740 3.4213
C -0.3378 2.4345 3.6801
C -0.5962 3.3434 2.6206
O -0.3188 4.6439 2.8972
C 0.1902 4.6802 4.2875
C 0.0257 3.2659 4.8724
C -1.0001 2.9099 1.3480
C -1.0267 1.5529 1.1181
C -2.0727 -2.9143 1.8588
H -4.4800 -5.5948 -0.4053
H -5.7492 -5.4926 0.8497
H -4.1593 -5.2185 2.5296
H -2.9166 -5.7184 1.3886
H -4.9539 -0.9872 -0.0340
H -2.9909 0.2405 0.8870
H 0.2414 -1.3632 1.8615
H -0.0817 0.3759 4.2245
H 1.2485 4.9804 4.2571
H -0.3849 5.4466 4.8219
H -0.7836 3.2814 5.6124
H 0.9292 2.9228 5.3830
H -1.2620 3.6601 0.6068
H -1.3496 1.1807 0.1426
H -1.2913 -3.4483 2.4082


M values (in g mol⁻¹) by entry order: 661.91; 476.58; 745.82; 452.55.